Record 1
Entry from OMol25: a structure of composition C5H11N2 in a non-equilibrium geometry (wB97M-V/def2-TZVPD).

Calculated values
- Max |F|: 4.654 eV/A
- Total charge: +1
- Electronic energy: -8333.711 eV
- Highest occupied orbital energy (spin up / spin down): -11.82 / -11.82 eV
- Frontier orbital gap (spin up / spin down): 7.5 / 7.5 eV

Cartesian coordinates (Å):
C 1.29015 0.28126 -0.74185
C -1.44130 0.02404 1.47553
C 0.54064 0.49068 0.47146
C 0.43350 1.31410 -1.35867
C 0.03603 -1.78227 1.23767
N -0.38023 -0.35690 0.96831
N -0.53016 0.92094 -2.19201
H 2.36422 0.58960 -0.67418
H 1.13623 -0.70417 -1.07022
H -2.06590 -0.57077 2.16643
H -1.72918 1.03541 1.24635
H 0.80485 1.41623 0.92621
H 0.77502 2.33014 -1.31758
H 0.10327 -2.53840 0.37583
H 0.98306 -1.78509 1.69061
H -0.65638 -2.23745 1.92631
H -0.39642 0.07669 -2.75648
H -1.26741 1.49595 -2.37371

***

Record 2
Entry from OMol25: a cluster of 4 separate species, C39H75ClIN4O6P2S in total in a non-equilibrium geometry (wB97M-V/def2-TZVPD).

Calculated values
- Max |F|: 9.383 eV/A
- Total charge: +1
- Electronic energy: -109916.572 eV
- Highest occupied orbital energy: -9.08 eV
- Frontier orbital gap: 4.3 eV

Cartesian coordinates (Å):
C -0.21121 5.41438 -5.99207
C -0.01954 3.81327 -6.27106
C 0.07269 2.88118 -4.90958
C -1.08033 3.27241 -3.77590
N -1.21435 2.29813 -2.64858
C -0.82619 2.78402 -1.42789
P -0.09169 4.38239 -0.74023
O 1.01376 5.17396 -1.83687
O 0.91161 3.86132 0.63026
S -1.09502 1.51023 -0.06864
C -2.51363 0.77510 -1.13096
C -2.83038 -0.55322 -0.27514
C -3.41096 -1.85979 -1.05256
O -2.93053 -3.10782 -0.94991
C -3.64940 1.96560 -0.91742
C -5.21097 1.48426 -0.91995
C -6.03008 2.76696 -0.20936
O -5.82805 1.41110 -2.27866
C -6.86414 0.38388 -2.36137
C -6.86403 -0.38454 -3.84796
C -6.36853 -1.97800 -3.89950
C -6.34484 -2.87080 -5.31072
C -6.82649 -2.17045 -6.73720
C -7.33196 -0.58909 -6.66609
C -7.35635 0.30180 -5.25192
C -1.69128 0.85314 -2.52549
C -2.69290 0.16738 -3.60948
C -2.72995 0.71403 -5.12492
O -1.88511 0.44927 -6.13096
Cl -4.18787 1.82434 -5.59280
P -0.08166 -0.16292 -2.88604
O 1.35197 0.88867 -2.73727
I 0.39680 -1.91039 -1.23329
H -0.17011 6.08334 -6.96512
H -1.27709 5.59519 -5.48868
H 0.60693 5.84659 -5.24341
H -0.93491 3.46473 -6.91681
H 0.97893 3.66209 -6.90122
H 1.11168 3.17084 -4.39768
H 0.14571 1.73193 -5.12559
H -0.86008 4.38416 -3.48605
H -2.10607 3.31694 -4.38651
H 1.96651 5.01114 -1.53076
H 1.69098 3.34963 0.21653
H -1.87795 -0.80196 0.40377
H -3.64852 -0.27536 0.55172
H -4.38225 -1.70645 -1.72969
H -3.58313 2.84291 -1.68639
H -3.40904 2.44603 0.14717
H -5.47112 0.57586 -0.23439
H -7.15132 2.51928 0.00968
H -5.94729 3.65215 -1.00717
H -5.42882 3.15856 0.73796
H -6.80271 -0.48033 -1.57921
H -7.92256 0.87713 -2.26089
H -6.01410 -2.57675 -2.93541
H -6.00475 -4.01504 -5.32665
H -6.79494 -2.78341 -7.74632
H -7.64718 -0.11776 -7.71612
H -7.72104 1.41476 -5.30356
H -2.34205 -0.97520 -3.67499
H -3.78781 0.10478 -3.18126
H 2.02933 0.63397 -3.44039
C 2.43035 -4.73329 5.37568
C 1.64071 -4.10579 4.22981
N 1.09925 -5.07463 3.27355
C 0.57685 -4.45126 2.05291
C -0.63160 -3.53158 2.19035
C 0.26326 -6.14016 3.83290
C -0.98249 -5.72669 4.60893
H 3.25066 -5.35293 4.99881
H 2.86415 -3.94614 6.00109
H 1.79611 -5.34738 6.02200
H 2.33153 -3.43710 3.70044
H 0.85346 -3.47129 4.65223
H 0.34373 -5.23139 1.31739
H 1.38960 -3.87179 1.59424
H -1.55424 -4.09782 2.34039
H -0.76222 -2.95235 1.27105
H -0.52379 -2.81585 3.01202
H 0.88775 -6.75646 4.49128
H -0.03461 -6.82908 3.03200
H -0.79925 -4.88781 5.28689
H -1.32979 -6.56742 5.22023
H -1.80287 -5.46213 3.94138
C 4.40364 -5.80511 12.67398
C 3.24464 -6.25157 11.78648
N 2.99743 -5.37661 10.63775
C 1.73289 -5.66572 9.95305
C 1.59259 -7.02205 9.27060
C 4.13937 -5.12888 9.75360
C 4.80071 -6.33675 9.09880
H 4.25465 -4.78233 13.03540
H 4.47622 -6.46235 13.54673
H 5.36312 -5.85517 12.15053
H 2.34862 -6.26204 12.42024
H 3.41970 -7.28761 11.47538
H 1.53002 -4.87826 9.21637
H 0.92141 -5.57374 10.68774
H 2.15222 -7.06133 8.33270
H 0.54282 -7.20339 9.02007
H 1.92139 -7.84937 9.90815
H 4.90400 -4.58746 10.32409
H 3.84615 -4.42046 8.96816
H 4.93355 -7.17321 9.79135
H 5.79556 -6.05727 8.73370
H 4.23457 -6.68630 8.23512
C 3.24130 7.61468 -3.30049
C 3.83921 6.58778 -4.25875
N 3.91532 7.03931 -5.65037
C 4.24103 5.96143 -6.59034
C 5.61086 5.30358 -6.46434
C 4.62137 8.30168 -5.88490
C 6.07727 8.38983 -5.44028
H 2.24295 7.92549 -3.62543
H 3.14814 7.17795 -2.30074
H 3.87191 8.50396 -3.20765
H 3.19509 5.70039 -4.21134
H 4.82053 6.28253 -3.87843
H 4.11868 6.32590 -7.61802
H 3.48016 5.17651 -6.48214
H 6.40293 5.94173 -6.86407
H 5.63026 4.37535 -7.04372
H 5.85952 5.04528 -5.42970
H 4.06274 9.10470 -5.38857
H 4.56336 8.56012 -6.95008
H 6.24502 7.95050 -4.45245
H 6.38031 9.44149 -5.38286
H 6.74569 7.90758 -6.15392

***

Record 3
Entry from OMol25: a cluster of 2 separate species, C2H6N2O3 in total in a non-equilibrium geometry (wB97M-V/def2-TZVPD).

Calculated values
- Max |F|: 3.847 eV/A
- Total charge: 0
- Electronic energy: -11294.312 eV
- Highest occupied orbital energy: -10.13 eV
- Frontier orbital gap: 10.8 eV

Cartesian coordinates (Å):
N 0.81593 0.92415 -0.57507
C -0.46277 1.25867 -0.50993
O -0.96461 2.27409 -1.00820
N -1.46627 0.38802 0.00030
C -1.31589 -0.58099 0.97543
O -0.57528 -1.56837 0.93725
H 1.24892 0.13159 -0.20147
H 1.34469 1.77780 -0.86579
H -2.29354 0.91973 0.03672
H -2.14359 -0.40170 1.82099
O 1.85410 -1.39344 -0.45528
H 1.26436 -1.90594 0.10107
H 2.69397 -1.82363 -0.25602

***

Question: What is the total charge in the third record?
Answer: 0